{"formula": "C8H12O6", "method": "ωB97M-V/def2-TZVPD", "relative_energy_kcal_mol": 7.8, "homo_ev": -10.72, "species": ["C", "C", "C", "O", "C", "O", "O", "H", "H", "H", "H", "H", "H", "C", "C", "C", "O", "C", "O", "O", "H", "H", "H", "H", "H", "H"], "xyz": [[20.71302, 25.53987, -1.34610], [21.11467, 26.12123, -0.01798], [22.13409, 25.28330, 0.76053], [23.15146, 26.17409, 1.13072], [22.95279, 27.37775, 0.52362], [23.67292, 28.30664, 0.65998], [21.84428, 27.35025, -0.24130], [21.53973, 25.05343, -1.86191], [20.20106, 26.25788, -1.98739], [19.94872, 24.75628, -1.22896], [20.22100, 26.40242, 0.53836], [22.52912, 24.45405, 0.16582], [21.62559, 24.78740, 1.59350], [19.22749, 23.31304, 6.56256], [20.03714, 23.46090, 5.29485], [19.20096, 23.90079, 4.06419], [19.82595, 25.09441, 3.62717], [20.96652, 25.31100, 4.33772], [21.78051, 26.12660, 4.07051], [21.01765, 24.48763, 5.41138], [18.81594, 24.28549, 6.84269], [19.76920, 22.89667, 7.40531], [18.38258, 22.66067, 6.31934], [20.49139, 22.49359, 5.05764], [18.15904, 24.08083, 4.32267], [19.27616, 23.17095, 3.26041]], "forces_ev_per_a": [[-0.812, -0.762, -0.305], [0.308, 0.473, -0.635], [-1.105, -0.967, -0.096], [-0.038, 0.231, 0.112], [0.016, -0.311, 0.232], [0.137, 0.219, -0.109], [-0.002, -0.114, 0.095], [0.145, 0.337, -0.112], [0.392, 0.256, 0.025], [0.242, 0.040, 0.350], [0.116, -0.161, 0.327], [0.231, 0.303, -0.250], [0.414, 0.475, 0.385], [-0.505, 0.330, -0.340], [-0.549, -0.438, -0.107], [0.231, -0.269, 0.410], [0.290, 0.179, -0.119], [-0.205, 0.031, 0.282], [-0.022, 0.142, -0.070], [0.195, -0.239, -0.298], [0.023, -0.036, 0.075], [0.201, -0.026, -0.060], [0.068, -0.049, 0.213], [0.439, 0.268, 0.101], [-0.016, 0.152, -0.091], [-0.191, -0.063, -0.012]]}